{
  "formula": "C18H7Cl8INNi",
  "method": "wB97M-V/def2-TZVPD",
  "symbols": ["I", "Ni", "Cl", "Cl", "Cl", "Cl", "Cl", "Cl", "Cl", "Cl", "N", "C", "C", "C", "C", "C", "C", "C", "C", "C", "C", "C", "C", "C", "C", "C", "C", "C", "C", "H", "H", "H", "H", "H", "H", "H"],
  "positions_angstrom": [[0.74972, -0.28711, -2.47344], [0.78102, 1.06535, -0.38881], [0.73609, 2.27000, 1.47500], [-1.81280, 2.94374, 3.24140], [-4.66985, 1.87695, 2.42191], [1.27987, 5.98281, -2.30309], [0.29116, 4.36189, -4.51051], [-1.55413, 5.33947, -2.48152], [-5.01008, 0.11638, -0.18555], [-2.40792, -0.54522, -1.94859], [0.50286, 2.55517, -1.35845], [1.38701, -4.38590, -1.14284], [1.50203, -4.24013, 0.24811], [1.18220, -1.84477, 0.02009], [1.41764, -1.56964, 2.83703], [1.17035, -3.26515, -1.94958], [-0.88703, 1.66674, 1.01373], [1.18765, -0.37916, 1.98168], [1.07510, -0.50458, 0.64298], [0.09699, 4.73698, -2.77871], [1.39987, -2.97233, 0.82851], [1.06905, -2.00310, -1.36770], [-3.28156, 1.49590, 1.43816], [1.51826, -2.79412, 2.29691], [-2.00452, 1.97510, 1.80810], [0.32359, 3.51904, -1.98590], [-1.07141, 0.87450, -0.15063], [-2.32764, 0.40509, -0.51149], [-3.44264, 0.71005, 0.27694], [2.28066, 1.25191, -0.53237], [1.66959, -5.11221, 0.86521], [1.46603, -5.36572, -1.59070], [1.08163, -3.37844, -3.02357], [1.50528, -1.44609, 3.91316], [1.68648, -3.65498, 2.93534], [1.10944, 0.60157, 2.43921]],
  "lowdin_charge": [1.26, -0.19, 0.81, 0.65, 0.63, 0.50, 0.43, 0.51, 0.65, 0.61, -0.06, -0.09, -0.05, -0.21, -0.08, -0.15, -0.55, -0.15, -0.23, -1.67, -0.17, -0.58, -0.68, -0.06, -0.66, -0.35, -0.27, -0.68, -0.68, 0.05, 0.10, 0.09, 0.09, 0.09, 0.10, -0.01],
  "homo_lumo_gap_ev": [3.861, 7.427],
  "homo_ev": [-1.47, -5.09],
  "largest_force_ha_per_bohr": 0.1094,
  "spin_multiplicity": 3,
  "energy_ha": -6232.2541,
  "charge": -1
}

---

{
  "formula": "C18H84Br2ClIN3O26",
  "method": "wB97M-V/def2-TZVPD",
  "symbols": ["I", "Br", "Br", "Cl", "O", "O", "O", "O", "O", "O", "O", "O", "O", "O", "O", "O", "O", "O", "O", "O", "O", "O", "O", "O", "O", "O", "O", "O", "O", "O", "N", "N", "N", "C", "C", "C", "C", "C", "C", "C", "C", "C", "C", "C", "C", "C", "C", "C", "C", "C", "C", "H", "H", "H", "H", "H", "H", "H", "H", "H", "H", "H", "H", "H", "H", "H", "H", "H", "H", "H", "H", "H", "H", "H", "H", "H", "H", "H", "H", "H", "H", "H", "H", "H", "H", "H", "H", "H", "H", "H", "H", "H", "H", "H", "H", "H", "H", "H", "H", "H", "H", "H", "H", "H", "H", "H", "H", "H", "H", "H", "H", "H", "H", "H", "H", "H", "H", "H", "H", "H", "H", "H", "H", "H", "H", "H", "H", "H", "H", "H", "H", "H", "H", "H", "H"],
  "positions_angstrom": [[3.56306, -0.16426, -4.66543], [0.40658, 3.40187, 2.52623], [-0.29993, 0.27064, 3.25979], [1.87125, 2.58597, -1.92706], [-2.76855, 7.13345, -0.42507], [-8.11585, -3.11642, 0.11316], [-8.51986, 3.88000, -2.50733], [0.60607, -4.04322, 3.72903], [1.76182, -3.26515, -2.20387], [5.45581, -6.55274, 0.27151], [-5.75923, 4.22468, -1.44891], [-9.37893, -3.36094, 2.66009], [-3.59089, 9.42410, 1.24068], [-0.64276, -3.50718, 1.03881], [5.83362, -3.15005, -3.72867], [3.89634, 0.74045, -8.24839], [-5.85705, -1.38043, 0.98536], [5.17118, 2.93854, -3.52809], [4.40064, -3.67462, -0.38534], [4.46386, -4.46336, 6.66540], [6.57485, -1.97618, 0.93299], [5.19058, -2.23486, 4.78088], [-3.32903, 2.25270, 4.03472], [0.83408, 6.56539, 4.30653], [7.14735, -5.56480, 7.67550], [2.43959, -2.38698, 5.15385], [4.74950, -4.70373, 2.68549], [-4.97706, -2.87434, -1.46134], [-3.98744, 2.28477, -2.84289], [3.61480, -4.64443, -4.75308], [-1.39533, 2.34839, -1.75111], [1.42693, 0.14556, -0.98657], [-2.74936, 1.66941, 0.95944], [-4.02585, 1.16375, 0.43875], [-1.30141, -2.38307, -0.93904], [-1.44200, -0.05305, -1.99123], [1.20526, 0.69422, 2.04675], [-0.60249, 4.32158, -0.61118], [-1.01660, 2.88398, -0.34929], [0.49781, 4.96739, -0.21070], [-0.31448, 1.44877, -3.70123], [0.01232, 1.81825, 0.06768], [0.68304, 1.34612, -1.24563], [-0.51836, 1.17679, -2.20581], [-0.86201, -1.47985, -2.10175], [2.49707, 0.77728, 2.87304], [0.96206, 2.01938, 1.27994], [-0.37942, -2.34576, 0.25905], [-2.33040, 2.96838, 0.45064], [1.84370, 1.04662, -5.06315], [0.57831, 0.43042, -4.43936], [1.71688, -0.32274, -1.83876], [1.23481, -3.88514, 4.44710], [2.76863, 1.81648, 3.03753], [7.52149, -6.38179, 7.33363], [6.26934, -2.69896, 1.49092], [-2.85636, 1.75608, 1.96066], [-2.43725, 1.91367, 4.15896], [-3.91604, 0.55443, -0.45751], [1.04004, -3.88855, -2.07432], [0.11421, 2.44034, -3.85460], [-1.86915, 6.82260, -0.29714], [-6.69626, 4.09559, -1.24672], [-2.18524, 0.04408, -2.78317], [-3.22207, 9.76285, 2.06160], [-5.44097, -3.16111, -2.25382], [4.96708, -4.28366, 0.10258], [-9.59823, -4.17781, 3.11711], [5.46704, -2.26972, -3.82838], [-0.59443, -1.46731, 0.87627], [0.87935, -0.37952, -3.78370], [1.94822, 2.29458, 0.90313], [2.34120, 0.29606, 3.83066], [-8.13009, -4.05475, 0.31039], [4.94174, 3.45961, -4.30336], [4.41458, 3.02756, -2.94207], [-7.94214, 4.34611, -3.11991], [3.21753, -4.06576, -4.09009], [7.77262, -4.88088, 7.41596], [-9.38570, 3.87920, -2.92435], [-4.51683, 9.25528, 1.43806], [2.51571, -3.67474, -1.75441], [5.06413, -6.85013, -0.55631], [-9.22531, -2.72462, 3.36530], [-2.39695, 2.11594, -1.80100], [1.46525, 7.25022, 4.06753], [-4.30977, 1.72644, -3.55687], [-4.49745, 0.53233, 1.18485], [-2.77196, 8.02225, -0.03909], [-0.58828, 0.94430, 0.33357], [-1.98459, 0.08286, -1.05553], [3.30315, 0.25123, 2.36273], [-5.39033, 4.62113, -0.65403], [5.44774, -3.64213, -4.46861], [-4.51523, 3.09588, -2.88743], [-1.39612, -3.41018, -1.29028], [4.92361, -6.98935, 0.94642], [3.59299, 0.01963, -7.68687], [5.21941, -4.77143, 7.18322], [5.59344, -4.56662, 3.13093], [1.10595, 5.79399, 3.80149], [-1.30369, 1.47994, -4.15773], [4.82160, -2.64009, 3.98842], [2.08381, 2.02231, -4.65310], [1.72904, 1.16860, -6.13558], [-3.32128, 3.12017, 4.45124], [4.66206, -2.61699, 5.49811], [5.00525, -2.99186, -0.70016], [-5.03836, -1.88118, 0.98121], [-4.15582, -3.37607, -1.46291], [0.54357, 6.04799, -0.14955], [1.12970, -4.49821, 3.06149], [0.00657, -0.02252, -5.24652], [3.76159, -5.08859, 6.86050], [0.21296, -1.50056, -2.21630], [1.20214, -0.13866, 1.35580], [3.05527, -1.75195, 4.77286], [-3.09678, 3.40432, -0.19733], [6.82333, -1.28329, 1.55203], [4.15642, 1.42900, -7.63015], [-1.30552, 3.12106, -2.40848], [4.92316, -5.39164, 2.03617], [1.38960, 4.44298, 0.09344], [-1.34944, 4.89582, -1.15951], [0.67063, -2.31658, -0.03703], [2.28506, 0.40605, -0.51562], [-2.29374, -2.06099, -0.61425], [-8.64387, -2.73010, 0.82269], [-4.74743, 1.95884, 0.22819], [1.66387, -1.86516, 5.38807], [-2.18430, 3.66484, 1.27355], [-1.27526, -1.92778, -3.00594], [3.38930, -5.53246, -4.46345], [-6.31080, -1.68275, 0.18958], [-0.42964, -3.32006, 1.95834]],
  "lowdin_charge": [0.95, 0.87, 0.75, 0.77, -0.07, -0.07, -0.05, -0.06, -0.05, -0.04, -0.05, -0.04, -0.04, -0.06, -0.07, -0.08, -0.07, -0.09, -0.06, -0.05, -0.05, -0.07, -0.06, -0.07, -0.04, -0.05, -0.04, -0.04, -0.04, -0.06, 0.16, 0.10, -0.08, -0.09, -0.17, -0.08, -0.71, -0.15, -0.32, -0.01, -0.15, -0.24, -0.63, -0.33, -0.17, -0.12, -0.63, -0.27, -0.16, -0.61, -0.27, 0.06, 0.01, 0.06, 0.05, 0.01, 0.05, -0.03, 0.06, 0.05, 0.09, 0.00, 0.03, 0.12, 0.05, 0.05, 0.00, 0.05, -0.05, 0.08, 0.04, 0.08, 0.04, 0.03, 0.03, -0.03, 0.04, 0.01, 0.05, 0.05, 0.05, 0.03, 0.06, 0.05, 0.11, 0.04, 0.07, 0.07, 0.00, 0.11, 0.09, 0.09, 0.04, 0.01, 0.04, 0.12, 0.05, -0.03, 0.01, 0.05, -0.04, 0.12, 0.01, 0.00, 0.05, 0.05, 0.00, 0.03, 0.02, 0.03, 0.08, 0.04, 0.12, 0.04, 0.05, 0.05, 0.02, 0.12, 0.04, 0.02, 0.15, -0.01, 0.02, 0.11, 0.10, 0.09, 0.11, 0.01, 0.08, 0.05, 0.11, 0.12, 0.05, 0.00, 0.05],
  "homo_lumo_gap_ev": 9.417,
  "relative_energy_kcal_mol": 0.0,
  "homo_ev": -11.38,
  "largest_force_ha_per_bohr": 0.0274,
  "energy_ha": -8762.4105,
  "charge": 1
}

---

{
  "formula": "C18H8BrClF3INO5Sn",
  "method": "wB97M-V/def2-TZVPD",
  "symbols": ["I", "Sn", "Br", "Cl", "F", "F", "F", "O", "O", "O", "O", "O", "N", "C", "C", "C", "C", "C", "C", "C", "C", "C", "C", "C", "C", "C", "C", "C", "C", "C", "C", "H", "H", "H", "H", "H", "H", "H", "H"],
  "positions_angstrom": [[-2.94525, 4.11385, -1.83288], [-0.30080, -0.42721, -0.52981], [4.09177, -2.48234, 2.82849], [-2.69864, 4.81926, 3.81240], [-4.32943, -3.53453, 0.97207], [-2.35364, -3.80308, 0.15241], [-2.59438, -3.19578, 2.21706], [-1.06850, 1.66696, -0.88838], [-3.92692, -0.86061, 1.17806], [2.08526, -1.57983, 0.63260], [-0.04440, -1.95819, 1.18487], [-2.29583, -1.18649, -0.34912], [-0.25237, 0.89330, 1.50214], [-1.03303, 2.00796, 1.43618], [1.20624, -2.24953, 1.17173], [-2.27498, 3.50332, 0.03652], [0.20015, 0.49178, 2.66886], [1.55496, -3.53667, 1.89775], [-1.38853, 2.73979, 2.58332], [0.59703, -4.55005, 1.85176], [2.04026, -6.04814, 3.03567], [2.74763, -3.79924, 2.55842], [0.83240, -5.79861, 2.40182], [-2.21875, 3.87501, 2.41796], [2.99054, -5.04280, 3.12769], [-2.64856, 4.23685, 1.17805], [-0.89160, 2.27869, 3.81945], [-3.10849, -1.53030, 0.58777], [-1.46351, 2.37357, 0.10600], [-0.09639, 1.17238, 3.86134], [-3.08150, -3.03244, 0.97596], [3.92615, -5.21481, 3.64236], [0.29822, 0.79965, 4.79650], [-3.28757, 5.10304, 1.07095], [2.24614, -7.02023, 3.46729], [0.07615, -6.57016, 2.33566], [0.81572, -0.38914, 2.67520], [-0.33948, -4.32517, 1.36357], [-1.15054, 2.81189, 4.72445]],
  "lowdin_charge": [0.87, 1.44, 0.76, 0.65, 0.13, 0.13, 0.14, -0.30, 0.10, -0.08, -0.21, -0.21, 0.05, -0.13, -0.70, -0.65, -0.08, -0.15, -0.17, -0.01, -0.10, -0.60, -0.07, -0.61, -0.15, -0.19, -0.02, -0.55, -0.47, -0.03, -0.55, 0.09, 0.11, 0.09, 0.10, 0.10, 0.10, 0.10, 0.09],
  "homo_lumo_gap_ev": 7.454,
  "relative_energy_kcal_mol": 0.0,
  "homo_ev": -5.20,
  "largest_force_ha_per_bohr": 0.0086,
  "energy_ha": -4967.7310,
  "charge": -1
}

---

Which of these has the highest charge? C18H84Br2ClIN3O26

---

Which of these has the highest charge? C18H84Br2ClIN3O26

---

Which of these has the highest charge? C18H84Br2ClIN3O26